# 1
Density functional theory data (the ωB97M-V functional and the def2-TZVPD basis) for C22H49HfNOP2Si2 as an isolated structure in a non-equilibrium geometry.

Summary:
E_HOMO = -0.227 Ha
2S+1 = 1

The geometry in XYZ format:
```
78
C22H49HfNOP2Si2 (the ωB97M-V functional and the def2-TZVPD basis)
Hf -0.284 -0.088 -0.410
P -0.479 -2.459 -1.746
P -0.297 2.692 -0.081
N 1.228 0.195 -1.652
H -3.834 -0.769 -0.668
C -1.284 -2.068 -3.354
H -1.569 -2.978 -3.893
H -0.592 -1.488 -3.979
H -2.178 -1.456 -3.186
C -1.362 -3.961 -1.194
H -1.192 -4.791 -1.896
H -2.439 -3.766 -1.132
H -1.007 -4.265 -0.202
C 1.126 -3.147 -2.320
H 1.033 -4.208 -2.593
H 1.859 -3.046 -1.510
H 1.498 -2.578 -3.181
C -1.158 3.463 -1.504
H -1.321 4.536 -1.334
H -2.128 2.977 -1.675
H -0.544 3.335 -2.407
C -1.214 3.414 1.339
H -1.284 4.505 1.224
H -0.706 3.187 2.284
H -2.228 2.999 1.380
C 1.267 3.643 0.024
H 1.065 4.704 0.222
H 1.805 3.553 -0.926
H 1.904 3.247 0.822
C 2.308 0.279 -2.425
C 3.450 1.189 -4.394
C 2.277 0.928 -3.703
C 3.580 -0.246 -1.997
C 4.746 0.051 -2.685
C 4.699 0.796 -3.876
H 3.408 1.716 -5.349
H 1.304 1.244 -4.078
H 3.604 -0.815 -1.065
H 5.688 -0.315 -2.268
H 5.616 1.063 -4.411
C -3.557 0.272 -0.865
O -2.124 0.298 -0.819
C -4.041 0.637 -2.250
H -5.135 0.578 -2.271
H -3.650 -0.039 -3.019
H -3.756 1.663 -2.508
C -4.180 1.137 0.215
H -4.276 2.166 -0.149
H -3.603 1.153 1.143
H -5.190 0.785 0.459
C 2.380 -0.949 3.735
Si 1.665 0.341 2.563
C 1.465 1.835 3.700
C 3.000 0.636 1.283
C 0.000 -0.090 1.770
Si -0.887 -1.552 2.573
C -1.264 -1.132 4.375
C -2.544 -1.880 1.749
C 0.075 -3.167 2.538
H 3.214 -0.474 4.276
H 2.785 -1.803 3.181
H 1.672 -1.318 4.486
H 1.470 2.794 3.165
H 0.540 1.772 4.293
H 2.311 1.843 4.407
H 3.505 -0.323 1.096
H 2.637 1.004 0.320
H 3.761 1.337 1.639
H -0.644 0.781 2.047
H -1.761 -0.154 4.458
H -1.947 -1.897 4.780
H -0.374 -1.112 5.018
H -2.498 -2.690 1.010
H -3.254 -2.196 2.525
H -2.961 -0.994 1.259
H 0.282 -3.504 1.515
H 1.035 -3.087 3.060
H -0.519 -3.942 3.043
```

In elementary charge units, the Löwdin charges are: 1.176, 0.757, 0.778, -0.229, 0.119, -0.251, 0.051, 0.050, 0.008, -0.287, 0.047, 0.042, 0.024, -0.263, 0.045, 0.036, 0.046, -0.257, 0.048, 0.016, 0.047, -0.259, 0.049, 0.025, 0.025, -0.253, 0.049, 0.050, 0.020, -0.471, -0.129, -0.073, -0.078, -0.119, -0.132, 0.092, 0.087, 0.077, 0.096, 0.087, -0.527, -0.443, -0.054, 0.088, 0.061, 0.073, -0.059, 0.080, 0.064, 0.089, -0.199, 0.390, -0.187, -0.199, -0.542, 0.369, -0.184, -0.169, -0.172, 0.038, 0.026, 0.013, 0.010, 0.031, 0.032, 0.028, -0.015, 0.039, -0.018, 0.034, 0.030, 0.018, 0.012, 0.040, -0.006, 0.010, 0.009, 0.042

***

# 2
Density functional theory data (the ωB97M-V functional and the def2-TZVPD basis) for C16H14IrO2S6 as an isolated structure.

Summary:
E_HOMO (alpha / beta) = -0.374 / -0.420 Ha
2S+1 = 5
charge = +1
<S²> = 6.08

The geometry in XYZ format:
```
39
C16H14IrO2S6 (the ωB97M-V functional and the def2-TZVPD basis)
Ir -1.098 -3.048 0.499
S 0.834 4.615 -0.263
C 0.215 3.079 -0.313
S -0.522 2.370 1.095
C -0.723 0.661 0.615
C 0.343 -0.081 0.314
S 2.857 -1.237 0.149
S 0.336 2.488 -1.858
S -2.504 -1.531 1.055
O 0.098 -1.440 -1.899
S 0.220 -1.694 -0.463
C -2.188 0.259 0.493
C -2.624 0.384 -0.931
C -3.798 0.975 -1.263
C -4.642 1.548 -0.287
C -4.237 1.562 1.061
C -3.060 1.009 1.450
C 1.795 0.282 0.418
C 2.250 1.144 1.522
C 3.313 1.941 1.376
C 4.035 2.031 0.118
C 3.699 1.271 -0.929
C 2.589 0.315 -0.839
H -1.974 -0.039 -1.685
H -4.085 1.018 -2.306
H -5.577 2.003 -0.579
H -4.863 2.043 1.801
H -2.751 1.028 2.488
H 1.710 1.087 2.457
H 3.643 2.547 2.208
H 4.845 2.743 0.034
H 4.208 1.354 -1.880
H 2.065 0.083 -1.758
C 1.243 -5.028 -0.538
O -0.053 -4.904 0.109
H 1.338 -6.028 -0.950
H 2.034 -4.824 0.180
H 1.261 -4.300 -1.343
H -0.233 -5.685 0.644
```

In elementary charge units, the Löwdin charges are: 0.628, 0.703, -1.641, 1.003, -0.472, -0.405, 0.959, 0.732, 0.652, -0.434, 0.630, -0.713, -0.085, -0.059, -0.031, -0.071, -0.179, -0.625, -0.109, -0.051, -0.053, -0.080, -0.462, 0.100, 0.120, 0.111, 0.120, 0.115, 0.120, 0.121, 0.118, 0.123, 0.090, -0.067, -0.297, 0.102, 0.095, 0.078, 0.113

***

# 3
Density functional theory data (the ωB97M-V functional and the def2-TZVPD basis) for a 3-piece molecular cluster, C2H11N2O overall in a non-equilibrium geometry.

Summary:
E_HOMO (alpha / beta) = -0.322 / -0.309 Ha
2S+1 = 2
<S²> = 0.76

The geometry in XYZ format:
```
16
C2H11N2O (the ωB97M-V functional and the def2-TZVPD basis)
C 1.085 1.994 0.801
N 2.495 1.747 0.420
C 0.300 0.692 0.539
N 0.431 -0.143 1.741
H -32.208 -15.022 -22.330
H 0.709 2.808 0.167
H 2.878 0.887 0.853
H 0.995 2.255 1.890
H -0.747 0.925 0.308
H 0.725 0.171 -0.335
H 3.014 2.597 0.562
H -0.259 -0.871 1.799
H -31.613 -15.355 -22.338
H 3.420 -1.166 1.963
H 1.498 -0.473 1.833
O 2.849 -0.512 1.557
```

In elementary charge units, the Löwdin charges are: -0.269, -0.006, -0.241, 0.127, 0.000, 0.107, -0.004, 0.116, 0.112, 0.129, 0.057, 0.086, 0.000, 0.003, 0.011, -0.229

***

# 4
Density functional theory data (the ωB97M-V functional and the def2-TZVPD basis) for C44H43B2N8O2S2SiW as an isolated structure in a non-equilibrium geometry.

Summary:
E_HOMO = -0.407 Ha
2S+1 = 1
charge = +1

The geometry in XYZ format:
```
103
C44H43B2N8O2S2SiW (the ωB97M-V functional and the def2-TZVPD basis)
W 0.160 0.795 0.312
C 1.257 -4.587 1.469
C 0.570 -3.512 0.681
C -0.286 -3.653 -0.378
C -0.671 -2.376 -0.770
N -0.049 -1.476 0.039
N 0.707 -2.208 0.918
B 1.674 -1.614 1.948
N 0.891 -0.722 2.913
N -0.070 0.119 2.445
C -0.714 0.633 3.521
C -0.142 0.088 4.658
C 0.873 -0.761 4.236
C 1.834 -1.576 5.049
C -1.854 1.603 3.590
C -2.832 1.331 4.548
C -3.869 2.220 4.783
C -3.954 3.401 4.058
C -2.993 3.686 3.099
C -1.947 2.796 2.873
N 2.713 -0.827 1.154
N 2.297 0.047 0.209
C 3.380 0.427 -0.496
C 4.488 -0.232 0.018
C 4.030 -1.011 1.063
C 4.790 -1.921 1.979
C 3.407 1.335 -1.677
C 4.030 0.874 -2.839
C 4.080 1.669 -3.974
C 3.519 2.944 -3.964
C 2.930 3.422 -2.804
C 2.881 2.619 -1.667
C -1.606 -2.213 -1.937
C -1.895 -1.043 -2.623
C -2.712 -1.027 -3.748
C -3.276 -2.205 -4.211
C -3.031 -3.384 -3.519
C -2.214 -3.383 -2.402
H 0.933 -5.557 1.095
H 1.011 -4.530 2.532
H 2.344 -4.529 1.374
H -0.570 -4.593 -0.835
H 2.213 -2.487 2.568
H -0.426 0.304 5.682
H 1.671 -1.374 6.106
H 2.870 -1.325 4.808
H 1.701 -2.648 4.878
H -2.784 0.400 5.108
H -4.618 1.987 5.532
H -4.766 4.097 4.241
H -3.046 4.611 2.532
H -1.189 3.057 2.163
H 5.515 -0.130 -0.327
H 5.844 -1.902 1.709
H 4.435 -2.952 1.911
H 4.700 -1.607 3.022
H 4.455 -0.128 -2.854
H 4.557 1.293 -4.873
H 3.550 3.564 -4.858
H 2.516 4.424 -2.777
H 2.476 3.018 -0.753
H -1.508 -0.115 -2.275
H -2.906 -0.087 -4.256
H -3.906 -2.206 -5.096
H -3.484 -4.312 -3.846
H -2.069 -4.318 -1.874
S -0.433 2.974 -0.568
C 0.442 4.190 0.193
C 0.220 5.534 -0.303
N 0.033 6.596 -0.713
C 1.271 3.914 1.218
S 1.496 2.330 1.705
C 2.018 4.927 1.941
N 2.622 5.713 2.528
C -4.482 0.628 1.742
Si -3.265 -0.513 0.962
C -2.604 -1.697 2.215
C -4.248 -1.458 -0.285
C -1.975 0.701 0.204
H -5.271 0.034 2.227
H -4.958 1.250 0.963
H -4.040 1.304 2.492
H -3.428 -2.379 2.481
H -2.272 -1.196 3.136
H -1.773 -2.304 1.830
H -5.272 -1.527 0.110
H -3.874 -2.471 -0.441
H -4.298 -0.961 -1.263
H -2.290 1.632 0.653
H -2.278 0.810 -0.850
O 0.169 1.380 -2.880
B 0.641 0.563 -1.868
O 1.310 -0.531 -2.359
C 1.248 -0.402 -3.721
C 1.735 -1.264 -4.674
C 1.493 -0.910 -6.001
C 0.790 0.256 -6.329
C 0.302 1.112 -5.340
C 0.561 0.742 -4.043
H 2.272 -2.171 -4.404
H 1.853 -1.556 -6.796
H 0.613 0.496 -7.373
H -0.246 2.020 -5.575
```

Atom charges from the Löwdin analysis, given in e for atoms 1 to 99: 1.456, 0.004, -0.245, 0.035, -0.172, 0.002, 0.042, -0.529, 0.037, -0.085, -0.244, 0.052, -0.228, 0.010, -0.176, -0.053, -0.065, -0.065, -0.050, -0.056, 0.045, -0.080, -0.213, 0.063, -0.231, 0.007, -0.175, -0.024, -0.052, -0.057, -0.043, -0.047, -0.149, -0.066, -0.048, -0.060, -0.054, -0.041, 0.090, 0.090, 0.084, 0.119, 0.119, 0.135, 0.091, 0.086, 0.090, 0.123, 0.117, 0.115, 0.118, 0.048, 0.137, 0.090, 0.081, 0.086, 0.130, 0.115, 0.115, 0.116, 0.060, 0.055, 0.119, 0.113, 0.113, 0.103, 0.894, -0.698, -0.227, 0.202, -0.717, 0.877, -0.219, 0.205, -0.163, 0.445, -0.149, -0.161, -0.410, 0.057, 0.061, -0.005, 0.056, 0.021, 0.023, 0.049, 0.032, 0.042, -0.036, 0.031, 0.079, -0.724, 0.146, -0.214, 0.023, -0.063, -0.062, 0.022, -0.203

***

Energy above the lowest of the compared OMol25 structures with the same formula, charge and spin per entry: 0.00, 431.81, 103.73, 76.13 kJ/mol